[1]
Formula: C26H36AsCl3CrN6O5
Source: the OMol25 dataset
Level of theory: wB97M-V/def2-TZVPD

As for the charge: +1. The HOMO energy (alpha / beta) comes out at -10.3 / -10.2 eV. The expectation value of S² is 3.9419. For the molar mass, the calculation gives 745.9 g mol⁻¹. The spin multiplicity is 4.

Each line ends with the Löwdin charge.
CARTESIAN COORDINATES (ANGSTROEM)
Cr  -1.65  -0.68  0.15  0.66
N  0.86  1.06  2.39  0.06
C  0.26  2.36  2.11  -0.31
C  -0.25  3.05  3.39  -0.14
C  -1.28  4.18  3.32  -0.16
C  -0.88  5.49  2.62  -0.13
N  0.56  5.72  2.46  0.09
C  1.21  5.71  1.30  -0.45
N  0.64  5.22  0.21  0.21
N  2.45  6.22  1.25  0.19
C  -0.85  2.25  1.07  -0.56
O  -1.21  3.30  0.51  0.02
O  -1.40  1.12  0.90  -0.12
H  0.12  0.39  2.56  0.05
H  1.44  1.11  3.22  0.09
H  1.03  2.98  1.63  0.12
H  0.63  3.37  3.96  0.11
H  -0.72  2.26  3.99  0.12
H  -1.56  4.41  4.35  0.11
H  -2.18  3.81  2.82  0.12
H  -1.25  6.34  3.20  0.13
H  -1.34  5.56  1.64  0.12
H  1.07  6.05  3.26  0.16
H  -0.14  4.51  0.31  0.07
H  1.14  5.25  -0.66  0.13
H  2.79  6.83  1.97  0.12
H  2.96  6.22  0.38  0.12
C  2.12  -1.73  0.47  -0.25
As  0.83  -0.71  -0.55  1.19
C  1.83  0.92  -0.82  -0.26
C  0.98  -1.48  -2.37  -0.28
C  2.37  -1.88  -2.76  -0.31
C  3.20  -1.02  -3.46  -0.06
C  4.49  -1.40  -3.80  -0.08
C  4.97  -2.65  -3.44  -0.08
C  4.14  -3.53  -2.75  -0.07
C  2.85  -3.14  -2.41  -0.06
H  3.11  -1.57  0.05  0.04
H  1.88  -2.79  0.44  0.01
H  2.09  -1.38  1.50  0.02
H  2.73  0.66  -1.38  0.03
H  2.10  1.32  0.16  0.01
H  1.24  1.64  -1.37  0.04
H  0.57  -0.72  -3.03  0.09
H  0.31  -2.34  -2.41  0.05
H  2.83  -0.05  -3.77  0.11
H  5.13  -0.72  -4.36  0.10
H  5.97  -2.95  -3.70  0.10
H  4.50  -4.51  -2.48  0.11
H  2.20  -3.84  -1.89  0.11
N  -2.39  -3.66  -2.74  0.16
C  -2.51  -2.48  -2.11  -0.11
N  -1.86  -2.45  -0.97  0.02
C  -1.29  -3.72  -0.82  -0.22
C  -0.48  -4.25  0.18  -0.03
C  -0.02  -5.54  0.01  -0.06
C  -0.35  -6.30  -1.13  -0.07
C  -1.15  -5.79  -2.13  0.00
C  -1.61  -4.48  -1.94  -0.19
H  -2.83  -3.90  -3.61  0.17
H  -3.05  -1.65  -2.54  0.11
H  -0.27  -3.69  1.08  0.09
H  0.60  -5.98  0.77  0.11
H  0.03  -7.31  -1.22  0.11
H  -1.41  -6.37  -3.00  0.12
Cl  -6.39  0.42  -0.05  0.65
C  -5.17  0.69  -1.28  -1.50
Cl  -5.05  2.41  -1.65  0.64
Cl  -5.59  -0.23  -2.75  0.62
C  -3.77  0.19  -0.84  -0.83
O  -3.68  -0.45  0.24  -0.09
O  -2.81  0.41  -1.59  -0.05
C  -2.42  -0.62  3.21  -0.05
C  -1.97  -1.47  2.03  -0.40
O  -1.94  -2.66  2.12  0.03
H  -3.24  -1.14  3.71  0.09
H  -2.72  0.38  2.91  0.06
H  -1.58  -0.56  3.92  0.08

***

[2]
Formula: C26H36BrGeNRuS3
Source: the OMol25 dataset
Level of theory: wB97M-V/def2-TZVPD

The HOMO energy comes out at -6.7 eV. For the molar mass, the calculation gives 712.4 g mol⁻¹.

Each line ends with the Löwdin charge.
CARTESIAN COORDINATES (ANGSTROEM)
Ru  -0.41  -0.65  -0.79  0.77
Br  -2.20  -2.42  -0.45  0.99
C  -2.81  -1.60  1.16  -0.54
C  -4.03  -1.92  1.66  -0.11
C  -4.41  -1.35  2.90  -0.07
C  -3.55  -0.52  3.56  -0.03
C  -2.27  -0.20  3.03  -0.17
C  -1.36  0.64  3.72  -0.04
C  -0.15  0.91  3.18  -0.07
C  0.21  0.41  1.91  -0.13
C  -0.64  -0.37  1.16  -0.28
C  -1.89  -0.72  1.77  -0.24
H  -4.68  -2.61  1.14  0.10
H  -5.38  -1.58  3.32  0.11
H  -3.82  -0.10  4.52  0.11
H  -1.65  1.04  4.69  0.11
H  0.56  1.54  3.72  0.10
H  1.18  0.67  1.50  0.02
C  3.44  4.27  -0.40  -0.53
C  4.29  3.09  0.09  -0.53
S  3.38  1.76  0.92  0.88
C  3.32  0.41  -0.29  -0.51
C  2.78  0.73  -1.68  -0.49
S  1.00  0.95  -1.94  0.94
C  0.63  2.51  -1.09  -0.47
C  1.02  3.77  -1.84  -0.52
S  2.78  4.12  -2.08  0.87
H  4.07  5.16  -0.42  0.06
H  2.62  4.46  0.29  0.08
H  4.98  3.45  0.86  0.07
H  4.89  2.68  -0.72  0.08
H  2.70  -0.35  0.19  0.03
H  4.33  0.00  -0.41  0.08
H  3.03  -0.09  -2.36  0.08
H  3.25  1.64  -2.06  0.02
H  1.07  2.46  -0.10  0.03
H  -0.46  2.49  -1.00  0.05
H  0.56  4.63  -1.35  0.08
H  0.64  3.73  -2.87  0.08
C  0.53  -5.03  -0.46  -0.23
Ge  1.27  -3.46  0.44  0.71
C  3.20  -3.78  0.59  -0.23
C  0.53  -3.31  2.22  -0.21
C  0.97  -1.85  -0.67  -0.44
H  0.97  -5.92  -0.01  0.02
H  0.76  -5.03  -1.52  0.02
H  -0.55  -5.08  -0.34  -0.01
H  3.37  -4.75  1.06  0.02
H  3.69  -3.02  1.20  0.01
H  3.67  -3.79  -0.39  0.02
H  0.88  -4.14  2.83  0.02
H  -0.56  -3.34  2.20  0.01
H  0.83  -2.38  2.70  0.02
H  1.55  -1.94  -1.61  -0.01
C  -1.48  -0.92  -3.56  -0.09
C  -2.24  0.20  -2.90  -0.43
C  -3.25  0.99  -3.39  -0.08
C  -3.60  1.90  -2.35  -0.08
C  -2.79  1.61  -1.28  -0.39
C  -2.75  2.26  0.07  -0.05
N  -1.94  0.58  -1.61  -0.13
H  -1.04  -0.60  -4.51  0.08
H  -2.11  -1.79  -3.75  0.07
H  -0.63  -1.30  -2.95  0.01
H  -3.69  0.92  -4.38  0.09
H  -4.36  2.66  -2.38  0.09
H  -2.50  3.32  0.01  0.07
H  -2.02  1.78  0.72  0.05
H  -3.72  2.20  0.57  0.08